Record 1
{
  "formula": "C39H45NO5SSi",
  "method": "wB97M-V/def2-TZVPD",
  "species": ["C", "Si", "C", "C", "O", "C", "C", "C", "C", "C", "C", "C", "C", "C", "C", "C", "C", "C", "C", "C", "C", "C", "N", "C", "C", "C", "C", "C", "C", "C", "C", "C", "H", "H", "H", "H", "H", "H", "H", "H", "H", "H", "H", "H", "H", "H", "H", "H", "H", "H", "H", "H", "H", "H", "H", "H", "H", "H", "H", "H", "H", "H", "H", "H", "H", "H", "C", "C", "O", "C", "C", "S", "C", "C", "C", "C", "C", "C", "O", "O", "O", "H", "H", "H", "H", "H", "H", "H", "H", "H", "H", "H"],
  "positions_angstrom": [[-4.34421, -3.15956, -4.49782], [-4.46810, -3.26695, -2.64646], [-6.23110, -3.07464, -2.07354], [-3.74750, -4.86091, -2.01239], [-3.64207, -1.96403, -2.01404], [-2.37438, -1.65698, -1.45525], [-2.33906, -2.07444, 0.03358], [-3.51714, -2.29351, 0.75008], [-3.45382, -2.61483, 2.11080], [-2.22246, -2.64486, 2.76724], [-1.04659, -2.38133, 2.06011], [-1.10541, -2.13511, 0.68747], [-1.29820, -2.29840, -2.34610], [-0.65052, -3.47506, -1.95958], [0.29858, -4.05683, -2.80970], [0.53056, -3.51444, -4.07321], [-0.19726, -2.39926, -4.49778], [-1.13238, -1.80554, -3.64438], [-2.31217, -0.08404, -1.47961], [-3.52819, 0.56311, -0.78798], [-3.06963, 1.03810, 0.57947], [-1.56305, 1.26783, 0.43691], [-1.15702, 0.51285, -0.75731], [0.11580, 0.35248, -1.11593], [1.23701, 1.14852, -0.68274], [2.28495, 0.20485, 0.12382], [3.72317, -0.00147, 0.53052], [3.86041, -1.01545, 1.49425], [5.00044, -1.11769, 2.27535], [6.03395, -0.19080, 2.13919], [5.91428, 0.79621, 1.15675], [4.78777, 0.89010, 0.33104], [-4.89071, -3.99535, -4.95850], [-4.78423, -2.21983, -4.85745], [-3.30229, -3.20070, -4.83829], [-6.85200, -3.88485, -2.48245], [-6.30722, -3.11128, -0.97899], [-6.65035, -2.11846, -2.41335], [-4.46449, -5.67360, -2.20331], [-2.80572, -5.11009, -2.51705], [-3.55929, -4.81907, -0.93169], [-4.48697, -2.22307, 0.24770], [-4.38158, -2.82461, 2.64742], [-2.17468, -2.86430, 3.83497], [-0.07401, -2.36424, 2.55399], [-0.18753, -2.01954, 0.10843], [-0.89185, -3.94444, -1.00342], [0.84297, -4.93769, -2.46431], [1.27302, -3.96496, -4.73474], [-0.05278, -1.97931, -5.49417], [-1.74912, -0.97344, -3.99514], [-2.24020, 0.24658, -2.52865], [-3.76849, 1.43010, -1.41481], [-4.39391, -0.10022, -0.76792], [-3.55116, 1.97337, 0.87650], [-3.25650, 0.28540, 1.35639], [-1.36143, 2.34353, 0.29235], [-1.01829, 0.95009, 1.34235], [0.32692, -0.39258, -1.90160], [1.58056, 1.94505, -1.35426], [1.75619, -0.76552, 0.16090], [3.02676, -1.70841, 1.64592], [5.04719, -1.88863, 3.04145], [6.90188, -0.23604, 2.80737], [6.71599, 1.52479, 1.06834], [4.72494, 1.65170, -0.44981], [3.93544, 1.56383, 4.89766], [2.61360, 1.16509, 4.29818], [2.55073, 1.58596, 2.90836], [1.50659, 1.13177, 2.18900], [1.81294, 1.33704, 0.68890], [0.87003, 3.83737, 1.05568], [2.01115, 5.22665, 0.80441], [1.98443, 6.24521, 1.74180], [2.66300, 7.43256, 1.46396], [3.38813, 7.57399, 0.28012], [3.45807, 6.50647, -0.61919], [2.76542, 5.31946, -0.36556], [-0.07255, 3.93522, -0.05848], [0.34011, 3.96957, 2.40647], [0.52623, 0.57631, 2.64952], [3.90527, 1.23189, 5.93960], [4.78172, 1.07129, 4.40777], [4.09791, 2.64695, 4.90034], [2.48293, 0.07628, 4.32219], [1.77671, 1.66434, 4.79393], [2.44442, 2.23658, 0.65710], [1.42852, 6.11938, 2.66868], [2.60851, 8.24539, 2.18187], [3.90122, 8.51008, 0.05838], [4.04112, 6.59684, -1.53175], [2.80003, 4.47619, -1.05588]],
  "e_tot_ha": -2631.6500,
  "e_homo_ev": -5.82,
  "gap_ev": 4.9
}


Record 2
{
  "formula": "C13H16F6N6O5SSbSr",
  "method": "wB97M-V/def2-TZVPD",
  "species": ["Sr", "O", "C", "O", "C", "C", "C", "N", "C", "C", "C", "O", "O", "H", "H", "H", "C", "N", "C", "C", "O", "N", "C", "N", "H", "H", "H", "H", "H", "H", "H", "F", "Sb", "F", "F", "F", "F", "F", "C", "N", "C", "N", "S", "H", "H", "H", "H", "H", "H"],
  "positions_angstrom": [[-0.20758, -0.57338, -0.90187], [6.86505, -0.11433, 0.34785], [6.10474, -0.27746, 1.29170], [6.01953, -0.26224, 2.49730], [4.56834, -0.47666, 0.62890], [4.46796, -0.82943, -0.70458], [3.18535, -0.97884, -1.19052], [2.09698, -0.75777, -0.43617], [2.24022, -0.39974, 0.85532], [3.49079, -0.27059, 1.45352], [0.96162, -0.12472, 1.68094], [0.95821, -0.46110, 2.85212], [0.02211, 0.45480, 1.00067], [5.33399, -0.97849, -1.32760], [3.02013, -1.27604, -2.22013], [3.57696, -0.03011, 2.50167], [-1.72766, 5.40360, -0.71635], [-1.09061, 4.13186, -0.97650], [0.32477, 3.93182, -1.23589], [0.36901, 2.41902, -1.42200], [1.36328, 1.74522, -1.66884], [-0.89239, 1.90879, -1.31705], [-1.69416, 2.92831, -1.05706], [-3.00102, 2.77252, -0.85378], [-1.00152, 6.07219, -0.25820], [-2.54411, 5.28120, -0.00390], [-2.11278, 5.87827, -1.62055], [0.94284, 4.23395, -0.38979], [0.67188, 4.44410, -2.13374], [-3.36494, 1.82655, -0.90878], [-3.61883, 3.55486, -0.76743], [-0.56136, -2.33634, 0.41073], [0.06074, -3.72254, -0.81244], [1.75631, -3.54010, -0.07740], [-0.44479, -4.98801, 0.45936], [0.66811, -4.96191, -2.06307], [-1.67888, -3.72028, -1.47279], [0.36497, -2.32991, -2.14018], [-3.47998, -3.39302, 1.73414], [-3.67572, -2.57189, 0.54871], [-3.24868, -1.31821, 0.42953], [-2.79229, -0.70465, 1.53873], [-3.30166, -0.55154, -1.11138], [-3.69782, -4.42441, 1.47363], [-4.14024, -3.09310, 2.54957], [-2.43954, -3.34997, 2.06232], [-3.95419, -3.00393, -0.31639], [-2.58960, -1.25687, 2.35675], [-2.17351, 0.09055, 1.43088]],
  "e_tot_ha": -2478.3592,
  "spin_multiplicity": 2,
  "e_homo_ev": [-9.09, -9.09],
  "gap_ev": [9.1, 5.7]
}


Record 3
{
  "formula": "C4H8N2",
  "method": "wB97M-V/def2-TZVPD",
  "species": ["C", "C", "N", "N", "C", "C", "H", "H", "H", "H", "H", "H", "H", "H"],
  "positions_angstrom": [[2.16078, 2.27192, -0.67041], [1.92099, 1.05888, -0.25892], [1.54377, -0.07269, 0.05630], [0.10978, -0.07973, 0.00106], [-0.51906, -1.38259, 0.10641], [-1.98478, -1.05987, 0.36088], [2.15976, 3.09818, 0.02856], [2.32063, 2.44521, -1.72872], [-0.19265, 0.49720, 0.77952], [-0.09580, -2.01852, 0.89815], [-0.38765, -1.90111, -0.85033], [-2.32532, -0.38697, -0.43255], [-2.08562, -0.52607, 1.31589], [-2.62484, -1.94386, 0.39416]],
  "smiles": "C=C=NNCC",
  "e_tot_ha": -266.6242,
  "e_homo_ev": -8.85,
  "gap_ev": 9.9
}